# C7H14

C7H14 as an isolated structure (the ωB97M-V functional and the def2-TZVPD basis, the Open Molecules 2025 dataset).

Geometry as XYZ:
```
21
Properties=species:S:1:pos:R:3
H 0.01 -2.29 -0.22
H -0.05 1.19 1.40
H 0.74 0.56 -1.26
H -3.12 0.34 -0.07
H -1.45 -0.80 -1.55
C -0.20 1.74 0.46
H 0.60 2.47 0.34
H 2.85 -1.16 0.45
H -1.13 2.32 0.58
H 2.20 0.39 0.97
H 1.43 -0.95 -1.70
C -2.37 -0.34 0.33
C 2.43 -0.21 0.09
C -1.14 -0.40 -0.57
H -2.11 -0.01 1.34
C -0.42 0.95 -0.80
H 0.12 -1.06 1.05
C 0.04 -1.21 -0.03
H 3.21 0.30 -0.49
H -2.83 -1.33 0.42
C 1.19 -0.48 -0.73
```

Properties
Frontier orbital gap ... 8.34 eV
Energy relative to the best compared isomer or geometry (same formula, charge and spin) ... 4.176 eV
HOMO level ... -7.25 eV
Largest force on an atom ... 0.0036 Eh/bohr



# C4H6NO2P

A 2-piece molecular cluster, C4H6NO2P overall in a non-equilibrium geometry (the ωB97M-V functional and the def2-TZVPD basis, the Open Molecules 2025 dataset).

Geometry as XYZ:
```
14
Properties=species:S:1:pos:R:3
P 1.33 -1.10 2.06
C 0.21 -0.10 -2.12
H -1.51 0.93 2.66
H -0.74 -0.23 -2.71
H 0.26 -1.92 -1.09
H 0.51 0.63 3.66
H 3.03 0.37 -1.60
H 2.29 1.64 -0.48
C 2.01 0.63 -1.17
C 0.67 -0.99 -1.33
N -1.02 0.25 2.16
O 1.08 0.95 -2.15
O 1.54 -0.41 -0.44
C 0.11 0.06 2.68
```

Properties
Frontier orbital gap (spin up / spin down) ... 7.00 / 6.96 eV
Energy relative to the best compared isomer or geometry (same formula, charge and spin) ... 6.872 eV
HOMO level (spin up / spin down) ... -7.98 / -8.18 eV
Largest force on an atom ... 0.1171 Eh/bohr



# C2H13NO4

C2H13NO4 as an isolated structure in a non-equilibrium geometry (the ωB97M-V functional and the def2-TZVPD basis, the Open Molecules 2025 dataset).

Geometry as XYZ:
```
20
Properties=species:S:1:pos:R:3
H 0.08 -2.12 -0.29
C -0.87 1.32 -1.27
H 2.16 -0.69 0.96
H -0.02 1.79 -1.78
H 0.32 1.44 0.56
N -0.70 1.31 0.14
O 2.46 -1.58 1.24
H -1.55 -0.86 1.80
O -1.06 -0.95 0.98
H -0.98 0.31 -1.69
H 2.22 -2.08 0.44
H -2.65 2.20 -0.26
H 1.88 1.65 1.46
H -2.87 1.85 -1.92
O 0.44 -2.71 -0.97
H -1.74 3.25 -1.28
O 1.52 0.96 0.89
H -0.07 -2.49 -1.75
H -0.94 0.09 0.55
C -2.11 2.23 -1.23
```

Properties
Frontier orbital gap ... 5.84 eV
Energy relative to the best compared isomer or geometry (same formula, charge and spin) ... 6.814 eV
HOMO level ... -9.74 eV
Largest force on an atom ... 0.0693 Eh/bohr



# C12H13OPtS

C12H13OPtS as an isolated structure (the ωB97M-V functional and the def2-TZVPD basis, the Open Molecules 2025 dataset).

Geometry as XYZ:
```
28
Properties=species:S:1:pos:R:3
H -1.77 0.12 1.38
H 1.85 -3.18 0.67
H 0.56 2.97 -2.43
C 1.22 0.85 -2.51
H -2.30 -2.14 0.49
C 0.39 -0.16 1.20
C 0.42 -0.32 -2.46
O -0.32 2.22 0.90
H -0.97 1.22 3.40
H 2.29 0.91 -2.40
H -1.92 2.04 -2.84
Pt -0.23 0.77 -0.71
H 2.44 -0.87 1.31
C 1.42 -1.15 1.10
C 1.08 -2.42 0.75
C -1.05 1.42 -2.73
C 0.31 1.93 -2.51
C -0.97 -0.51 1.00
H 0.10 2.62 3.71
C -1.27 -1.85 0.63
C -0.97 0.04 -2.73
S 0.74 1.50 1.76
H -1.78 -0.67 -2.82
H 0.77 -1.34 -2.38
H 0.68 0.97 4.07
C 0.06 1.57 3.41
C -0.27 -2.77 0.50
H -0.51 -3.78 0.22
```

Properties
Frontier orbital gap ... 7.28 eV
Energy relative to the best compared isomer or geometry (same formula, charge and spin) ... 0.000 eV
HOMO level ... -11.31 eV
Largest force on an atom ... 0.0127 Eh/bohr
Total charge ... +1



# C3H12N2O3

A 3-piece molecular cluster, C3H12N2O3 overall in a non-equilibrium geometry (the ωB97M-V functional and the def2-TZVPD basis, the Open Molecules 2025 dataset).

Geometry as XYZ:
```
20
Properties=species:S:1:pos:R:3
H -1.84 0.05 -1.68
H 2.03 -1.50 -1.17
N 1.47 -0.69 -0.93
H 1.26 -1.04 1.06
O -1.22 0.57 -2.38
H 1.47 0.01 -1.66
C 1.71 -0.24 0.38
O 2.89 -0.05 0.80
H -1.59 1.40 -2.66
C -0.63 0.41 0.67
H 1.00 1.24 1.60
H -0.91 0.46 2.83
H -0.69 -0.31 -0.16
N 0.72 0.85 0.69
H -3.54 -0.62 -1.08
H -0.64 -1.15 2.19
H -1.29 1.22 0.29
C -1.13 -0.18 1.96
H -2.20 -0.36 1.92
O -2.65 -0.61 -0.71
```

Properties
Frontier orbital gap ... 3.62 eV
Energy relative to the best compared isomer or geometry (same formula, charge and spin) ... 8.335 eV
HOMO level ... -8.41 eV
Largest force on an atom ... 0.0457 Eh/bohr



# C3H5FN2

A single C3H5FN2 molecule in a non-equilibrium geometry (the ωB97M-V functional and the def2-TZVPD basis, the Open Molecules 2025 dataset).

Geometry as XYZ:
```
11
Properties=species:S:1:pos:R:3
N 1.08 0.81 -0.95
H -0.73 -0.93 2.59
N -1.36 0.43 -1.32
C -0.88 -0.21 1.63
H -1.68 0.75 1.88
H -1.86 -0.56 -1.57
H 1.85 0.93 -0.25
C -0.06 0.31 -0.70
F 1.26 -0.95 0.66
C 0.01 -0.36 0.62
H -1.34 1.20 -2.04
```

Properties
Frontier orbital gap ... 9.64 eV
Energy relative to the best compared isomer or geometry (same formula, charge and spin) ... 2.682 eV
HOMO level ... -9.15 eV
Largest force on an atom ... 0.0849 Eh/bohr
Structure (SMILES) ... [H]/N=C(/N)C(=C)F



# C14H15N3

A single C14H15N3 molecule in a non-equilibrium geometry (the ωB97M-V functional and the def2-TZVPD basis, the Open Molecules 2025 dataset).

Geometry as XYZ:
```
32
Properties=species:S:1:pos:R:3
H -1.41 -1.50 0.23
H -0.60 1.30 -4.34
C -0.29 3.35 0.47
C 0.76 -4.15 1.45
C 2.19 -2.93 0.32
H -0.01 -4.61 2.09
H 1.14 -0.76 1.84
H -0.55 4.35 0.42
H 1.42 -6.02 0.62
H -0.85 0.54 2.27
H -0.40 -0.14 -2.16
C -0.48 0.52 0.27
C -0.58 1.68 -3.31
C -0.46 0.88 -2.22
C -0.47 1.37 -0.93
N 2.50 -4.14 -0.09
C -0.50 2.76 -0.82
H 2.72 -2.02 -0.11
C -0.88 3.02 -3.09
H -0.21 -1.75 2.32
N 1.11 -2.82 1.18
C -1.05 2.56 1.51
C -0.39 -1.01 0.29
N -0.70 3.58 -1.90
C 0.45 -1.51 1.50
H -2.08 2.61 1.34
H 0.76 3.47 0.64
C -0.83 1.12 1.47
H -1.16 3.63 -3.87
H -0.84 3.00 2.46
C 1.58 -4.90 0.67
H 0.12 -1.45 -0.56
```

Properties
Frontier orbital gap ... 8.86 eV
Energy relative to the best compared isomer or geometry (same formula, charge and spin) ... 1.358 eV
HOMO level ... -8.43 eV
Largest force on an atom ... 0.1276 Eh/bohr
Structure (SMILES) ... C1=C(CCn2ccnc2)c2cccnc2CC1



# C17H31Br14Cl9

A 10-piece molecular cluster, C17H31Br14Cl9 overall in a non-equilibrium geometry (the ωB97M-V functional and the def2-TZVPD basis, the Open Molecules 2025 dataset).

Geometry as XYZ:
```
71
Properties=species:S:1:pos:R:3
C 5.19 5.52 -2.18
H -4.41 5.60 5.33
H 5.66 5.05 -0.05
C 7.80 -1.87 -5.08
Br 8.10 0.30 -3.17
H 8.57 -1.28 -5.58
Cl -9.42 1.44 4.83
Br 2.56 -3.81 4.44
H 4.38 4.04 -0.97
H 0.61 -4.73 -5.05
H -1.89 6.72 -0.33
Br -1.79 -2.10 -0.27
C -1.21 -0.33 0.60
Br 3.67 5.22 -3.39
C -4.29 -4.27 6.74
H 6.19 -1.57 -3.48
Br -1.99 4.80 4.89
Cl -2.52 5.26 -1.99
H -5.30 -4.23 7.16
H -4.84 -4.94 4.71
C -3.64 5.21 5.99
H -1.58 -0.37 1.62
C 3.40 -5.71 2.46
H -3.12 -5.05 5.21
H 1.52 -6.30 -7.51
C -2.49 6.81 -1.24
H 5.31 6.61 -2.12
H -4.05 4.29 6.41
H 6.17 -0.40 -4.75
Br 0.59 -0.26 -1.59
C -0.96 1.98 -7.50
Cl -9.94 2.56 2.11
C -3.27 6.15 7.14
Cl -4.16 7.23 -0.69
H 1.77 -6.17 3.95
C -9.21 1.29 3.07
C 1.12 -5.44 -6.98
H 0.82 -0.90 1.02
Br 4.88 -6.19 3.65
H 8.38 -2.60 -4.51
C 0.31 -0.16 0.40
H 1.66 -4.54 -7.27
Br -0.69 -5.04 -7.69
H -2.51 5.82 7.85
C 2.12 -5.35 3.31
H 3.56 -4.85 1.80
C -4.16 -5.21 5.51
Cl 0.52 1.07 -7.87
H 6.13 5.13 -2.58
C 6.84 -1.02 -4.16
H -2.88 7.05 6.66
C 4.86 5.00 -0.78
H 0.50 -6.51 -5.30
Br -4.97 6.65 8.07
H 1.28 -5.01 2.72
H 0.55 0.81 0.83
Br 6.72 -2.61 -6.56
Br 2.91 -5.72 -4.75
C 1.06 -5.60 -5.52
Br 3.54 6.27 0.04
Br -4.69 -7.11 5.90
Cl -0.80 3.63 -8.14
Cl -7.49 1.23 2.53
H -9.59 0.32 2.74
Cl -2.38 1.06 -7.95
H 3.20 -6.64 1.93
H -1.06 2.08 -6.42
Cl -1.81 8.07 -2.34
Br -3.84 -2.38 6.30
H -3.65 -4.53 7.58
H -1.83 0.49 0.24
```

Properties
Frontier orbital gap ... 9.77 eV
Energy relative to the best compared isomer or geometry (same formula, charge and spin) ... 2.503 eV
HOMO level ... -9.92 eV
Largest force on an atom ... 0.0458 Eh/bohr
Structure (SMILES) ... ClC(Cl)Cl.ClC(Cl)Cl.ClC(Cl)Cl.BrCCBr.BrCCBr.BrCCBr.BrCCBr.BrCCBr.BrCCBr.BrCCBr